Below is C4H8O2 in the gas phase, with properties calculated with ωB97M-V with the def2-TZVPD basis set.

Properties
Energy relative to the best compared isomer or geometry (same formula, charge and spin): 4.692 eV
Lowest unoccupied orbital energy: 0.019 hartree
SMILES: COCCC=O
HOMO energy: -8.48 eV

CARTESIAN COORDINATES (ANGSTROEM)
C1 -0.22 1.81 -1.13
O1 0.11 0.47 -0.91
C2 0.33 0.22 0.45
C3 0.67 -1.21 0.61
C4 -0.67 -1.94 0.04
O2 -0.57 -2.71 0.98
H1 -0.38 1.93 -2.21
H2 0.60 2.48 -0.82
H3 -1.13 2.10 -0.59
H4 -0.58 0.45 1.04
H5 1.15 0.80 0.86
H6 0.89 -1.33 1.72
H7 1.50 -1.62 0.06
H8 -1.70 -1.47 -0.10